Entry 1:
{
  "formula": "C33H30AsN2OPtS4",
  "method": "wB97M-V/def2-TZVPD",
  "symbols": ["Pt", "C", "C", "N", "C", "C", "S", "C", "C", "S", "C", "N", "C", "H", "H", "H", "H", "H", "H", "H", "H", "S", "C", "C", "C", "C", "C", "C", "As", "C", "C", "C", "C", "C", "C", "C", "C", "C", "C", "C", "C", "H", "H", "H", "H", "H", "H", "H", "H", "H", "H", "H", "H", "H", "H", "C", "S", "O", "C", "C", "C", "C", "C", "C", "H", "H", "H", "H", "H", "H", "H", "H"],
  "positions_angstrom": [[0.05835, 1.05120, -2.50786], [-1.40909, -1.78106, -5.25228], [-0.08410, -1.08904, -5.29537], [0.24397, -0.00007, -4.64404], [1.46892, 0.48013, -5.07720], [2.10053, -0.28976, -5.99291], [1.11736, -1.62195, -6.38716], [1.84657, 1.81460, -4.62600], [2.72867, 2.66727, -5.18720], [2.58353, 4.20244, -4.46005], [1.35758, 3.64334, -3.42858], [1.08753, 2.36596, -3.60383], [0.71915, 4.54933, -2.44756], [-1.33158, -2.76658, -4.79534], [-1.77918, -1.91228, -6.26864], [-2.12462, -1.18160, -4.69526], [3.05420, -0.12406, -6.46366], [3.38774, 2.49653, -6.02049], [0.60238, 5.54795, -2.86715], [1.35361, 4.61275, -1.56225], [-0.24913, 4.15271, -2.15813], [0.95970, 1.74041, -0.54013], [-0.27138, 2.32613, 0.62595], [-0.79004, 3.61480, 0.55668], [-1.68691, 4.08600, 1.50491], [-2.03986, 3.27962, 2.57251], [-1.46386, 2.02310, 2.69644], [-0.58512, 1.53530, 1.73607], [0.29769, -0.19896, 1.96454], [-0.58650, -0.76518, 3.61154], [0.07387, -0.93860, 4.82275], [-0.61066, -1.41714, 5.93369], [-1.96088, -1.72018, 5.84755], [-2.62888, -1.55242, 4.64186], [-1.94245, -1.08786, 3.52982], [2.01370, 0.40125, 2.65880], [2.95517, -0.58464, 2.95447], [4.25643, -0.24323, 3.28866], [4.63888, 1.09144, 3.31059], [3.70810, 2.07803, 3.02407], [2.40055, 1.73602, 2.70002], [-0.48405, 4.27677, -0.23509], [-2.09673, 5.08274, 1.40955], [-2.73611, 3.63352, 3.32131], [-1.69630, 1.41764, 3.56201], [1.12344, -0.68991, 4.91078], [-0.08640, -1.54564, 6.87145], [-2.49397, -2.07921, 6.71777], [-3.68471, -1.78189, 4.56881], [-2.47452, -0.96002, 2.59255], [2.66979, -1.63130, 2.93303], [4.97419, -1.01852, 3.52243], [5.66042, 1.35913, 3.54521], [3.99761, 3.12030, 3.05169], [1.68240, 2.51975, 2.49333], [0.75405, -2.12533, -1.45807], [-0.87263, -1.71321, -2.07061], [-1.14087, -0.28323, -1.51027], [-1.81228, -2.86356, -1.12968], [-2.48997, -3.83788, -1.85187], [-3.25105, -4.77552, -1.16840], [-3.34759, -4.70976, 0.21286], [-2.67837, -3.71735, 0.92236], [-1.90228, -2.78704, 0.25358], [0.72440, -2.16773, -0.37116], [1.43113, -1.33638, -1.78351], [1.04251, -3.08209, -1.89349], [-2.42637, -3.86748, -2.93194], [-3.77229, -5.54864, -1.71568], [-3.95459, -5.43175, 0.74191], [-2.75770, -3.66485, 2.00004], [-1.37111, -2.01326, 0.78929]],
  "total_energy_ha": -5407.90269,
  "lumo_ev": -2.7,
  "total_charge": 1,
  "homo_lumo_gap_ev": 7.301,
  "homo_ev": -9.98,
  "e_above_lowest_kcal_mol": 26.98
}



Entry 2:
{
  "formula": "C33H30BN8O14",
  "method": "wB97M-V/def2-TZVPD",
  "symbols": ["N", "C", "O", "C", "N", "B", "N", "O", "C", "O", "O", "H", "H", "H", "H", "H", "C", "C", "C", "C", "C", "C", "N", "O", "O", "H", "H", "H", "H", "H", "C", "C", "C", "C", "C", "C", "N", "O", "O", "H", "H", "H", "H", "H", "C", "C", "C", "C", "C", "C", "N", "O", "O", "H", "H", "H", "H", "H", "C", "C", "C", "C", "C", "C", "N", "O", "O", "H", "H", "H", "H", "H", "C", "C", "C", "C", "C", "C", "N", "O", "O", "H", "H", "H", "H", "H"],
  "positions_angstrom": [[7.60130, 1.12456, -2.23705], [6.51624, 1.23961, -2.61841], [5.38848, 1.47774, -3.18957], [5.04905, 2.90490, -3.23637], [3.78244, 3.02997, -3.94730], [2.80937, 1.98328, -3.63746], [1.82678, 2.08434, -2.51956], [2.73852, 0.84076, -4.42958], [6.14610, 3.79946, -3.88446], [6.62326, 3.42118, -4.96768], [6.41331, 4.82489, -3.22181], [4.95882, 3.25942, -2.20314], [3.41345, 3.92837, -3.65420], [1.13042, 2.79406, -2.71991], [2.32567, 2.34130, -1.68353], [3.23630, 0.11986, -4.03227], [1.60550, 2.68307, 4.90454], [2.82412, 2.22676, 4.41844], [3.08398, 2.25485, 3.05741], [2.11326, 2.74642, 2.20500], [0.89240, 3.19969, 2.66778], [0.64032, 3.16506, 4.03008], [2.39369, 2.79560, 0.76146], [3.46259, 2.36592, 0.38126], [1.53793, 3.25966, 0.03282], [1.40806, 2.66424, 5.96862], [3.57493, 1.85138, 5.10041], [4.02898, 1.90241, 2.67047], [0.14727, 3.57487, 1.98170], [-0.30923, 3.51755, 4.40904], [-0.59191, -4.43626, -4.04675], [-0.74072, -4.39735, -2.66678], [-0.01969, -3.48354, -1.91620], [0.84455, -2.61194, -2.56044], [1.00688, -2.64453, -3.93345], [0.28314, -3.56317, -4.67711], [1.59187, -1.62184, -1.77335], [1.43293, -1.62348, -0.56205], [2.30759, -0.85631, -2.36823], [-1.16102, -5.14734, -4.63145], [-1.42196, -5.07703, -2.17280], [-0.14311, -3.46014, -0.84253], [1.68484, -1.95964, -4.42310], [0.40105, -3.59300, -5.75153], [-2.06716, 1.18019, -0.98536], [-3.15187, 1.84655, -1.54301], [-4.21690, 1.13115, -2.06704], [-4.17943, -0.25247, -2.02158], [-3.10342, -0.92947, -1.47807], [-2.04412, -0.20661, -0.95758], [-5.31500, -1.01804, -2.55353], [-6.24000, -0.39645, -3.04121], [-5.27096, -2.23053, -2.47120], [-1.24085, 1.74173, -0.57160], [-3.16897, 2.92805, -1.56466], [-5.06170, 1.64559, -2.50048], [-3.08284, -2.00934, -1.45039], [-1.19769, -0.72584, -0.52636], [3.60669, -3.59444, 3.57963], [2.54037, -2.90281, 3.02174], [1.46956, -3.59836, 2.48421], [1.48516, -4.97946, 2.51583], [2.54106, -5.68674, 3.06214], [3.60812, -4.98403, 3.59671], [0.34060, -5.71813, 1.95897], [-0.56301, -5.07254, 1.46279], [0.36287, -6.93090, 2.02683], [4.44070, -3.04928, 4.00180], [2.54091, -1.82164, 3.00414], [0.64090, -3.06166, 2.04698], [2.53562, -6.76637, 3.07247], [4.44194, -5.52059, 4.02817], [-7.71844, 1.45826, 3.00813], [-7.37372, 2.80152, 3.08397], [-6.08915, 3.20850, 2.76140], [-5.16939, 2.25615, 2.36385], [-5.49129, 0.91358, 2.28754], [-6.77778, 0.51590, 2.61391], [-3.80982, 2.68178, 1.99603], [-3.54315, 3.86560, 2.07742], [-3.04116, 1.82165, 1.62066], [-8.72433, 1.14498, 3.25527], [-8.10747, 3.53385, 3.39158], [-5.81388, 4.25115, 2.81705], [-4.75527, 0.18696, 1.97567], [-7.04707, -0.52969, 2.55641]],
  "total_energy_ha": -2791.44506,
  "lumo_ev": 0.4,
  "total_charge": -1,
  "homo_lumo_gap_ev": 4.911,
  "homo_ev": -4.47
}



Entry 3:
{
  "formula": "C33H30MnN3P2",
  "method": "wB97M-V/def2-TZVPD",
  "symbols": ["Mn", "C", "P", "C", "C", "C", "C", "C", "C", "C", "C", "C", "C", "C", "C", "C", "C", "C", "C", "C", "P", "C", "C", "C", "C", "C", "C", "C", "C", "C", "C", "C", "C", "N", "H", "H", "H", "H", "H", "H", "H", "H", "H", "H", "H", "H", "H", "H", "H", "H", "H", "H", "H", "H", "H", "H", "H", "H", "H", "H", "N", "C", "C", "N", "C", "H", "H", "H", "H"],
  "positions_angstrom": [[-0.72947, -0.60809, -0.37001], [-1.89158, 1.50164, 1.82188], [-1.30240, 1.77789, 0.10204], [0.01465, 3.01847, 0.15985], [1.01493, 2.97689, -0.80877], [2.01185, 3.94207, -0.84264], [2.01481, 4.96370, 0.09541], [1.01990, 5.01939, 1.06227], [0.02438, 4.05407, 1.09417], [-2.67924, 2.56118, -0.78152], [-3.01151, 3.89969, -0.57831], [-4.05658, 4.48154, -1.27819], [-4.78088, 3.73265, -2.19702], [-4.45576, 2.40166, -2.41527], [-3.40593, 1.82412, -1.71247], [-1.03045, 0.43053, 2.43971], [-0.40489, 0.31491, 3.65359], [0.34810, -0.90324, 3.61109], [0.13556, -1.45021, 2.37297], [0.74509, -2.61810, 1.63818], [1.37827, -1.87201, 0.07722], [2.89386, -1.07792, 0.64336], [3.00467, 0.30465, 0.59926], [4.14004, 0.93693, 1.08863], [5.17112, 0.18306, 1.62519], [5.05993, -1.20191, 1.69215], [3.92334, -1.83050, 1.21238], [1.80393, -3.21420, -1.07357], [3.10218, -3.51732, -1.47426], [3.33214, -4.49270, -2.43698], [2.27006, -5.17640, -3.00744], [0.96942, -4.87857, -2.61987], [0.74123, -3.89548, -1.67005], [-0.71351, -0.64541, 1.64823], [-2.94000, 1.20051, 1.74111], [-1.86340, 2.42902, 2.39294], [1.01038, 2.19458, -1.55968], [2.78338, 3.89650, -1.60015], [2.78795, 5.72047, 0.07196], [1.02023, 5.81633, 1.79378], [-0.73394, 4.10983, 1.86431], [-2.44814, 4.50068, 0.12441], [-4.30033, 5.52247, -1.11098], [-5.59283, 4.19035, -2.74692], [-5.00926, 1.81893, -3.14004], [-3.15423, 0.78692, -1.90046], [-0.46554, 1.00877, 4.47843], [0.97564, -1.30209, 4.39362], [0.02643, -3.40619, 1.39793], [1.57155, -3.06411, 2.19032], [2.19266, 0.89726, 0.20942], [4.21106, 2.01676, 1.05470], [6.05926, 0.67068, 2.00538], [5.85720, -1.79076, 2.12603], [3.83625, -2.90745, 1.29597], [3.94514, -2.98710, -1.05322], [4.34706, -4.71222, -2.74164], [2.45378, -5.93524, -3.75674], [0.13557, -5.40649, -3.06392], [-0.28069, -3.67010, -1.38034], [-4.30264, -2.75522, -1.39691], [-4.27478, -2.90944, -0.02778], [-3.11764, -2.33697, 0.38488], [-2.43932, -1.84228, -0.71984], [-3.18760, -2.11284, -1.77094], [-5.02200, -3.08438, -2.01936], [-5.06712, -3.39602, 0.51179], [-2.71386, -2.23019, 1.37711], [-2.95749, -1.87396, -2.79644]],
  "total_energy_ha": -3273.35926,
  "lumo_ev": [-2.2, -2.8],
  "total_charge": 1,
  "homo_lumo_gap_ev": [7.640, 7.010],
  "homo_ev": [-9.81, -9.80],
  "spin_multiplicity": 6
}